Entry 1:
DFT (ωB97M-V/def2-TZVPD) results for a cluster of 3 separate species, C25H44F3IN2O6 in total.

Values from the calculation:
HOMO-LUMO gap (spin up / spin down): 7.80 / 9.02 eV
⟨S²⟩: 2.008
E_LUMO (spin up / spin down): -0.1 / -0.1 eV
2S+1: 3
Largest force on an atom: 0.70 eV/Å
Energy: -2137.13782 Eh

Atoms and positions in Å:
1 O 1.098 0.449 2.462
2 C 0.596 1.509 2.331
3 O 1.193 2.567 1.705
4 C 0.452 3.741 1.996
5 I 0.386 4.964 0.244
6 C -0.930 3.221 2.423
7 C -1.536 3.955 3.609
8 C -3.053 3.823 3.732
9 O -3.475 2.481 3.953
10 C -3.856 1.729 2.837
11 C -5.155 2.217 2.174
12 F -4.913 2.949 1.075
13 F -5.905 1.184 1.779
14 F -5.893 2.966 2.980
15 O -0.653 1.836 2.718
16 H 0.962 4.331 2.762
17 H -1.620 3.260 1.566
18 H -1.042 3.643 4.540
19 H -1.312 5.026 3.472
20 H -3.543 4.268 2.855
21 H -3.391 4.385 4.611
22 H -3.089 1.690 2.054
23 H -4.028 0.705 3.184
24 C 4.256 -2.602 -2.548
25 C 5.271 -1.834 -1.679
26 C 5.160 -2.248 -0.204
27 C 3.902 -1.723 0.483
28 C 3.770 -0.211 0.311
29 C 3.835 0.235 -1.150
30 N 5.060 -0.352 -1.780
31 O 6.122 0.336 -1.561
32 C 2.529 -0.170 -1.840
33 C 3.935 1.754 -1.239
34 C 6.672 -2.142 -2.197
35 H 3.885 -1.982 -3.363
36 H 4.739 -3.471 -2.994
37 H 3.401 -2.965 -1.979
38 H 6.042 -1.880 0.330
39 H 5.193 -3.340 -0.160
40 H 3.018 -2.230 0.087
41 H 3.933 -1.962 1.547
42 H 2.814 0.123 0.719
43 H 4.563 0.286 0.878
44 H 2.527 0.058 -2.907
45 H 1.736 0.407 -1.362
46 H 2.274 -1.218 -1.711
47 H 4.783 2.137 -0.679
48 H 3.022 2.187 -0.825
49 H 4.034 2.077 -2.276
50 H 6.792 -1.796 -3.224
51 H 6.815 -3.223 -2.173
52 H 7.440 -1.675 -1.587
53 C -0.723 -1.104 -0.162
54 C -2.005 -0.324 -0.504
55 C -3.035 -0.440 0.625
56 C -3.715 -1.805 0.705
57 C -4.310 -2.199 -0.646
58 C -3.286 -2.159 -1.785
59 N -2.637 -0.805 -1.775
60 O -3.329 0.095 -2.376
61 C -2.263 -3.290 -1.639
62 C -3.979 -2.337 -3.129
63 C -1.624 1.141 -0.697
64 H -0.273 -1.550 -1.048
65 H 0.015 -0.424 0.263
66 H -0.882 -1.890 0.576
67 H -3.803 0.328 0.476
68 H -2.526 -0.211 1.566
69 H -3.011 -2.566 1.052
70 H -4.511 -1.765 1.452
71 H -4.734 -3.205 -0.601
72 H -5.129 -1.516 -0.889
73 H -1.478 -3.197 -2.390
74 H -2.774 -4.240 -1.800
75 H -1.796 -3.339 -0.660
76 H -4.778 -1.614 -3.272
77 H -4.406 -3.341 -3.170
78 H -3.268 -2.230 -3.949
79 H -0.937 1.260 -1.537
80 H -1.122 1.483 0.212
81 H -2.493 1.770 -0.876

---

Entry 2:
DFT (ωB97M-V/def2-TZVPD) results for a structure of composition C11H17IrN10OSe4.

Values from the calculation:
HOMO-LUMO gap (spin up / spin down): 6.68 / 4.99 eV
Total charge: +1
⟨S²⟩: 0.761
E_LUMO (spin up / spin down): -3.7 / -5.3 eV
2S+1: 2
Largest force on an atom: 2.27 eV/Å
Energy: -10762.10712 Eh

Atoms and positions in Å:
1 Ir -0.189 -0.059 0.126
2 Se -1.328 -1.324 2.102
3 Se -2.256 0.120 3.554
4 Se -1.846 2.243 2.741
5 Se -0.019 2.053 1.399
6 C 1.338 -3.261 -4.068
7 N 0.340 -2.372 -3.461
8 C -0.597 -1.683 -4.340
9 C 0.355 -2.070 -2.156
10 N -0.427 -1.183 -1.606
11 N 1.191 -2.833 -1.381
12 C 1.615 -2.544 -0.111
13 N 2.497 -3.427 0.390
14 N 1.169 -1.548 0.580
15 H 1.266 -3.167 -5.146
16 H 1.152 -4.307 -3.813
17 H 2.347 -2.962 -3.782
18 H -0.707 -2.260 -5.253
19 H -0.245 -0.682 -4.601
20 H -1.584 -1.613 -3.881
21 H -0.949 -0.644 -2.278
22 H 1.796 -3.449 -1.893
23 H 2.914 -4.140 -0.180
24 H 2.900 -3.275 1.297
25 H 1.563 -1.507 1.510
26 N -4.211 0.375 -1.061
27 C -3.852 1.680 -1.331
28 C -2.561 1.794 -0.934
29 N -2.144 0.576 -0.426
30 C -3.158 -0.258 -0.521
31 H -5.116 -0.032 -1.225
32 H -4.531 2.392 -1.766
33 H -1.906 2.648 -0.965
34 H -3.154 -1.289 -0.207
35 N 2.667 2.838 -0.484
36 C 2.445 1.583 -0.935
37 O 1.220 1.190 -0.929
38 C 3.571 0.870 -1.387
39 C 4.844 1.515 -1.376
40 N 5.860 2.059 -1.328
41 C 3.514 -0.443 -1.891
42 N 3.487 -1.529 -2.283
43 H 1.881 3.403 -0.219
44 H 3.585 3.249 -0.515

---

Entry 3:
DFT (ωB97M-V/def2-TZVPD) results for a structure of composition C26H29BN2NiO3S5Si.

Values from the calculation:
HOMO-LUMO gap (spin up / spin down): 4.19 / 4.19 eV
Total charge: -2
E_LUMO (spin up / spin down): 3.8 / 3.8 eV
Largest force on an atom: 1.10 eV/Å
Energy: -5157.12558 Eh

Atoms and positions in Å:
1 Ni 1.186 -0.624 -0.061
2 S 0.797 -2.959 -0.290
3 S 0.492 -3.668 1.624
4 S 2.064 -2.778 2.641
5 S 1.680 -0.778 2.498
6 O 0.918 0.987 -1.589
7 H 0.274 0.691 -2.253
8 H 1.776 0.914 -2.033
9 C 6.140 -4.424 -0.924
10 C 5.009 -4.166 -1.689
11 C 4.228 -3.045 -1.427
12 C 4.555 -2.142 -0.408
13 C 5.685 -2.437 0.362
14 C 6.472 -3.559 0.112
15 Si 3.516 -0.559 -0.114
16 C 4.262 0.564 -1.536
17 C 3.970 0.355 -2.894
18 C 4.437 1.204 -3.895
19 C 5.228 2.299 -3.572
20 C 5.543 2.531 -2.238
21 C 5.063 1.681 -1.246
22 H 6.748 -5.301 -1.122
23 H 4.723 -4.848 -2.484
24 H 3.327 -2.880 -2.009
25 H 5.949 -1.772 1.179
26 H 7.342 -3.761 0.729
27 H 4.336 0.038 0.988
28 H 3.359 -0.498 -3.179
29 H 4.173 1.010 -4.930
30 H 5.589 2.966 -4.348
31 H 6.167 3.379 -1.970
32 H 5.315 1.882 -0.208
33 C -4.654 2.456 4.877
34 C -5.107 2.637 3.421
35 C -4.811 4.076 2.977
36 C -6.620 2.427 3.364
37 C -4.347 1.653 2.526
38 C -4.991 0.667 1.786
39 C -4.280 -0.239 0.980
40 C -2.916 -0.122 0.937
41 O -2.005 -0.864 0.257
42 B -0.691 -0.352 0.547
43 O -0.929 0.774 1.441
44 C -2.255 0.867 1.660
45 C -2.942 1.749 2.458
46 H -5.187 3.153 5.534
47 H -3.584 2.634 4.985
48 H -4.857 1.437 5.214
49 H -5.336 4.791 3.620
50 H -5.139 4.231 1.946
51 H -3.744 4.297 3.024
52 H -7.113 3.161 4.009
53 H -6.899 1.431 3.714
54 H -7.004 2.558 2.349
55 H -6.068 0.575 1.822
56 H -4.797 -1.004 0.411
57 H -2.389 2.492 3.021
58 S 1.005 -1.951 -3.406
59 C -0.565 -1.518 -3.120
60 N -1.365 -2.362 -2.363
61 C -2.660 -2.183 -2.200
62 C -3.290 -1.118 -2.778
63 C -2.442 -0.193 -3.405
64 N -1.159 -0.346 -3.558
65 H -0.814 -2.975 -1.696
66 H -3.169 -2.919 -1.592
67 H -4.353 -0.961 -2.685
68 H -2.849 0.742 -3.787

---

Entry 4:
DFT (ωB97M-V/def2-TZVPD) results for the ion C6H11N with charge +1.

Values from the calculation:
HOMO-LUMO gap (spin up / spin down): 9.57 / 7.06 eV
Total charge: +1
⟨S²⟩: 0.776
E_LUMO (spin up / spin down): -4.5 / -7.5 eV
2S+1: 2
Largest force on an atom: 1.38 eV/Å
Energy: -289.61109 Eh

Atoms and positions in Å:
1 C -0.400 -1.525 2.616
2 N -1.677 -0.264 0.309
3 C -0.310 -0.609 0.279
4 C 0.265 -1.256 1.350
5 C 0.921 1.704 -2.474
6 C 0.509 1.270 -1.113
7 C 0.537 -0.029 -0.707
8 H 0.079 -1.132 3.509
9 H -1.440 -1.207 2.575
10 H -0.487 -2.613 2.732
11 H -2.130 -0.446 -0.587
12 H -1.692 0.767 0.295
13 H 1.348 -1.331 1.312
14 H 0.609 0.960 -3.206
15 H 0.506 2.693 -2.647
16 H 2.007 1.746 -2.566
17 H 0.249 2.037 -0.393
18 H 1.106 -0.764 -1.285

---

Entry 5:
DFT (ωB97M-V/def2-TZVPD) results for the ion C4H10N3S with charge +1.

Values from the calculation:
HOMO-LUMO gap (spin up / spin down): 6.87 / 6.94 eV
Total charge: +1
⟨S²⟩: 2.016
E_LUMO (spin up / spin down): -4.4 / -7.2 eV
2S+1: 3
Largest force on an atom: 5.67 eV/Å
Energy: -720.40082 Eh

Atoms and positions in Å:
1 C -0.283 -1.548 -1.007
2 C 0.148 1.422 -0.454
3 C 1.303 1.647 0.492
4 C -0.406 -1.480 1.388
5 N 0.542 -0.463 -1.800
6 N 0.450 0.622 -1.439
7 N -0.787 -0.956 0.132
8 S -0.909 2.743 -0.565
9 H -0.966 -1.811 -1.753
10 H 0.450 -2.343 -0.830
11 H 1.278 0.781 1.095
12 H 1.269 2.593 1.026
13 H 2.168 1.636 -0.082
14 H -0.155 -2.484 1.326
15 H 0.535 -1.001 1.650
16 H -1.024 -1.196 2.186
17 H -1.769 -0.592 0.093
18 H -1.845 2.429 -1.459

---

Entry 6:
DFT (ωB97M-V/def2-TZVPD) results for a cluster of 19 separate species, C71H99N16O29 in total.

Values from the calculation:
HOMO-LUMO gap: 7.60 eV
Total charge: -1
E_LUMO: 1.6 eV
Largest force on an atom: 6.92 eV/Å
Energy: -5823.17421 Eh

Atoms and positions in Å:
1 C -12.563 4.123 -11.128
2 C -11.361 3.263 -10.775
3 C -10.131 4.100 -11.063
4 O -11.260 2.677 -9.480
5 H -12.812 4.107 -12.189
6 H -12.524 5.183 -10.880
7 H -13.427 3.645 -10.667
8 H -11.383 2.462 -11.514
9 H -10.175 4.682 -11.983
10 H -9.254 3.457 -10.998
11 H -9.923 4.857 -10.307
12 C -21.051 7.305 -9.856
13 C -20.000 7.108 -10.748
14 C -18.701 7.165 -10.250
15 C -18.387 7.166 -8.920
16 C -19.421 7.262 -7.984
17 C -20.704 7.288 -8.453
18 O -21.658 7.207 -7.491
19 O -17.720 7.027 -11.132
20 H -22.097 7.212 -10.104
21 H -20.057 6.965 -11.817
22 H -17.348 7.067 -8.646
23 H -19.264 7.187 -6.918
24 H -22.565 7.095 -7.784
25 H -17.099 6.471 -10.657
26 C -13.380 7.977 -10.782
27 C -12.461 8.676 -11.626
28 C -11.642 9.684 -11.110
29 C -11.824 10.122 -9.777
30 C -12.782 9.481 -8.937
31 C -13.520 8.418 -9.458
32 O -14.432 7.802 -8.667
33 O -10.652 10.256 -11.902
34 H -13.886 7.120 -11.202
35 H -12.230 8.378 -12.638
36 H -11.213 10.964 -9.488
37 H -13.114 9.988 -8.043
38 H -14.841 7.108 -9.190
39 H -10.037 10.514 -11.212
40 C -15.306 0.547 -7.526
41 C -16.288 -0.357 -7.912
42 C -16.466 -0.573 -9.269
43 C -15.650 0.070 -10.188
44 C -14.615 0.886 -9.880
45 C -14.576 1.208 -8.498
46 O -13.674 2.054 -7.922
47 O -17.603 -1.219 -9.622
48 H -14.991 0.847 -6.538
49 H -16.987 -0.826 -7.236
50 H -16.098 0.035 -11.170
51 H -13.950 1.364 -10.584
52 H -12.973 2.239 -8.552
53 H -18.054 -1.542 -8.839
54 C -1.947 5.908 -7.634
55 C -3.029 5.111 -7.602
56 C -3.185 4.181 -8.610
57 C -2.306 4.130 -9.704
58 C -1.181 4.949 -9.711
59 C -0.998 5.844 -8.621
60 O 0.178 6.517 -8.484
61 O -4.353 3.440 -8.600
62 H -1.658 6.569 -6.830
63 H -3.732 5.376 -6.826
64 H -2.437 3.417 -10.504
65 H -0.363 4.856 -10.410
66 H 0.812 6.267 -9.160
67 H -5.111 3.924 -8.935
68 C -16.293 3.742 -13.311
69 C -17.568 3.223 -12.956
70 C -17.680 1.829 -13.002
71 C -16.696 1.013 -13.486
72 C -15.555 1.582 -14.083
73 C -15.356 2.956 -14.059
74 O -14.276 3.589 -14.593
75 O -18.776 1.183 -12.525
76 H -16.148 4.807 -13.204
77 H -18.278 3.825 -12.409
78 H -16.799 -0.061 -13.540
79 H -14.825 0.936 -14.549
80 H -14.196 4.501 -14.302
81 H -18.664 0.236 -12.412
82 C -5.069 7.274 -10.999
83 C -5.034 7.593 -9.620
84 C -6.168 7.505 -8.829
85 C -7.256 6.891 -9.305
86 C -7.392 6.696 -10.723
87 C -6.252 6.850 -11.528
88 O -6.377 6.601 -12.824
89 O -6.051 7.843 -7.535
90 H -4.149 7.335 -11.563
91 H -4.105 7.886 -9.154
92 H -8.119 6.835 -8.658
93 H -8.356 6.356 -11.072
94 H -6.594 5.683 -13.001
95 H -6.810 7.586 -7.007
96 C -8.475 5.210 -6.303
97 C -9.552 4.639 -6.929
98 C -10.792 5.343 -6.992
99 C -11.010 6.482 -6.144
100 C -9.879 6.955 -5.471
101 C -8.560 6.474 -5.735
102 O -7.414 7.104 -5.382
103 O -11.945 4.873 -7.613
104 H -7.540 4.673 -6.358
105 H -9.622 3.643 -7.339
106 H -11.997 6.920 -6.186
107 H -9.869 7.812 -4.813
108 H -6.709 6.462 -5.268
109 H -11.652 4.182 -8.212
110 C -11.055 -2.987 -8.120
111 C -10.632 -2.165 -9.143
112 C -10.786 -0.836 -8.966
113 C -11.070 -0.250 -7.730
114 C -11.360 -1.121 -6.693
115 C -11.494 -2.496 -6.920
116 O -12.050 -3.291 -5.983
117 O -10.652 -0.085 -10.071
118 H -11.186 -4.009 -8.445
119 H -10.325 -2.563 -10.099
120 H -11.057 0.819 -7.576
121 H -11.606 -0.683 -5.738
122 H -12.056 -4.185 -6.334
123 H -10.786 0.824 -9.794
124 C -11.142 -2.519 -14.483
125 C -10.474 -1.626 -15.264
126 C -10.515 -0.308 -14.883
127 C -11.159 0.135 -13.726
128 C -11.726 -0.812 -12.882
129 C -11.683 -2.178 -13.282
130 O -12.371 -3.073 -12.512
131 O -9.931 0.599 -15.677
132 H -11.077 -3.575 -14.703
133 H -10.089 -1.937 -16.225
134 H -11.255 1.193 -13.529
135 H -12.208 -0.528 -11.958
136 H -12.810 -2.661 -11.764
137 H -9.168 0.367 -16.212
138 C -4.252 5.210 -15.211
139 C -3.359 5.878 -15.982
140 C -1.980 5.735 -15.664
141 C -1.655 5.198 -14.491
142 C -2.561 4.521 -13.708
143 C -3.882 4.492 -14.117
144 O -4.740 3.717 -13.392
145 O -0.956 6.341 -16.472
146 H -5.314 5.398 -15.253
147 H -3.563 6.394 -16.908
148 H -0.621 5.271 -14.190
149 H -2.240 4.028 -12.802
150 H -5.614 3.694 -13.789
151 H -1.422 6.513 -17.294
152 C -7.743 -1.712 -11.636
153 O -6.679 -2.218 -11.777
154 N -8.029 -0.561 -11.029
155 N -8.824 -2.313 -11.910
156 H -7.304 -0.048 -10.548
157 H -8.970 -0.415 -10.692
158 H -8.589 -3.146 -12.431
159 H -9.678 -1.775 -11.874
160 C -15.658 4.765 -9.082
161 O -15.853 5.767 -9.786
162 N -14.835 4.583 -8.094
163 N -16.569 3.818 -9.058
164 H -14.039 5.196 -7.993
165 H -14.556 3.639 -7.865
166 H -17.487 3.949 -9.459
167 H -16.541 3.396 -8.141
168 C -12.836 6.118 -15.082
169 O -13.515 6.242 -14.064
170 N -11.753 5.423 -15.069
171 N -12.899 6.897 -16.178
172 H -11.297 5.504 -15.967
173 H -11.580 4.730 -14.355
174 H -13.586 7.632 -16.265
175 H -11.977 7.206 -16.451
176 C -7.315 1.978 -8.810
177 O -6.990 3.086 -9.106
178 N -6.426 1.048 -8.590
179 N -8.536 1.441 -8.770
180 H -5.463 1.331 -8.704
181 H -6.659 0.180 -8.130
182 H -8.549 0.433 -8.712
183 H -9.405 1.954 -8.810
184 C -8.043 3.336 -14.148
185 O -7.355 4.250 -13.726
186 N -8.909 3.600 -15.054
187 N -8.071 2.158 -13.751
188 H -8.793 4.490 -15.517
189 H -9.392 2.796 -15.428
190 H -8.669 1.547 -14.287
191 H -7.486 1.853 -12.985
192 C -12.466 2.654 -3.937
193 O -12.648 2.541 -2.715
194 N -13.325 3.212 -4.705
195 N -11.477 2.120 -4.570
196 H -13.064 3.470 -5.646
197 H -14.209 3.506 -4.313
198 H -10.703 1.796 -4.007
199 H -11.395 2.107 -5.576
200 C -9.777 8.252 -14.599
201 O -9.743 7.681 -15.665
202 N -10.351 9.453 -14.402
203 N -9.154 7.975 -13.456
204 H -10.658 10.110 -15.106
205 H -10.255 9.921 -13.512
206 H -9.442 8.551 -12.678
207 H -8.507 7.200 -13.429
208 C -14.841 9.544 -15.287
209 O -15.032 8.963 -16.451
210 N -14.915 10.793 -14.973
211 N -14.834 8.900 -14.190
212 H -14.747 11.282 -14.105
213 H -15.179 11.388 -15.746
214 H -14.689 7.902 -14.239
215 H -15.053 9.289 -13.284

---

Entry 7:
DFT (ωB97M-V/def2-TZVPD) results for a structure of composition C24H19BrN6O2PdS.

Values from the calculation:
HOMO-LUMO gap (spin up / spin down): 6.22 / 6.23 eV
E_LUMO (spin up / spin down): -1.1 / -1.1 eV
Largest force on an atom: 1.82 eV/Å
Energy: -4505.07006 Eh

Atoms and positions in Å:
1 Pd 0.601 -0.790 -0.481
2 N -5.166 7.380 -2.759
3 C -4.522 6.467 -2.496
4 C -3.725 5.344 -2.188
5 C -3.987 4.584 -1.046
6 C -3.190 3.500 -0.743
7 C -2.142 3.132 -1.586
8 C -1.905 3.878 -2.740
9 C -2.674 4.984 -3.034
10 C -1.287 1.970 -1.273
11 C -0.414 2.093 -0.182
12 C -0.141 3.268 0.560
13 C 0.869 2.958 1.451
14 C 1.162 1.606 1.268
15 N 0.390 1.091 0.304
16 C -1.423 0.841 -2.098
17 C -2.461 0.648 -3.039
18 C -2.342 -0.645 -3.512
19 C -1.222 -1.189 -2.892
20 N -0.644 -0.299 -2.064
21 H -4.815 4.854 -0.406
22 H -3.384 2.917 0.145
23 H -1.096 3.593 -3.395
24 H -2.473 5.576 -3.915
25 H -0.615 4.219 0.415
26 H 1.319 3.609 2.179
27 H 1.875 0.994 1.797
28 H -3.223 1.361 -3.284
29 H -2.967 -1.144 -4.227
30 H -0.830 -2.175 -3.081
31 N 0.858 -2.826 -1.317
32 N -0.242 -3.623 -0.933
33 C -0.956 -3.312 0.190
34 N -1.561 -4.342 0.809
35 S -1.338 -1.760 0.681
36 H 1.032 -2.943 -2.318
37 H 1.683 -3.110 -0.760
38 H -0.104 -4.628 -1.049
39 H -1.191 -5.276 0.723
40 H -2.068 -4.120 1.652
41 Br 6.470 -3.462 5.811
42 C 5.146 -3.093 4.486
43 C 4.291 -4.110 4.090
44 C 3.341 -3.838 3.127
45 C 3.242 -2.570 2.561
46 C 4.109 -1.564 2.971
47 C 5.063 -1.821 3.940
48 C 2.213 -2.354 1.481
49 O 1.465 -3.308 1.185
50 O 2.194 -1.239 0.887
51 H 4.370 -5.092 4.531
52 H 2.652 -4.596 2.785
53 H 4.025 -0.588 2.519
54 H 5.738 -1.048 4.274

---

Question: What is the formula in the second record?
Answer: C11H17IrN10OSe4